# 1
Entry from the Open Molecules 2025 dataset: a cluster of 2 separate species, C4H6N2O3 in total (ωB97M-V/def2-TZVPD).

Structure (XYZ):
```
15
C4H6N2O3 (ωB97M-V/def2-TZVPD)
C -2.171 -0.182 0.009
C 0.030 0.878 0.481
C 1.233 1.048 -0.581
C 1.305 -1.203 -0.227
H -2.634 0.750 0.761
H -0.691 1.906 0.514
H 0.274 0.833 1.652
H 1.684 2.142 -0.362
H 0.805 0.792 -1.549
H -0.455 -2.035 0.203
N -0.759 -0.114 -0.166
N 0.045 -1.281 -0.953
O -2.780 -1.289 -0.146
O 2.175 -0.076 -0.111
O 1.939 -2.170 0.475
```

Output
Total charge ... 0
Multiplicity ... 1

Atom charges from the Löwdin analysis, given in e for atoms 1 to 6: number 1, C, carries -0.25; number 2, C, carries -0.21; number 3, C, carries -0.08; number 4, C, carries -0.44; number 5, H, carries 0.20; number 6, H, carries 0.16


# 2
Entry from the Open Molecules 2025 dataset: the molecule C12H19NSi (ωB97M-V/def2-TZVPD).

Structure (XYZ):
```
33
C12H19NSi (ωB97M-V/def2-TZVPD)
C 0.996 0.606 -3.795
C 1.944 0.591 -2.783
C -0.282 0.143 -3.519
C 1.605 0.110 -1.517
C 0.304 -0.326 -1.409
C 2.612 0.062 -0.406
C 2.013 -0.124 0.986
C 1.174 -1.400 1.104
C -0.208 -1.239 0.540
C -1.199 1.791 0.795
C -1.409 -0.139 3.191
C -3.193 -0.560 0.658
N -0.613 -0.326 -2.323
Si -1.469 -0.039 1.277
H 1.246 0.972 -4.780
H 2.949 0.947 -2.965
H -1.064 0.136 -4.267
H 3.305 -0.762 -0.611
H 3.199 0.986 -0.428
H 2.837 -0.163 1.704
H 1.389 0.733 1.233
H 1.697 -2.217 0.599
H 1.089 -1.670 2.161
H -0.628 -2.156 0.146
H -2.098 2.369 0.989
H -0.392 2.257 1.352
H -0.973 1.885 -0.262
H -2.166 0.493 3.644
H -1.576 -1.152 3.543
H -0.445 0.185 3.570
H -3.211 -0.590 -0.426
H -3.476 -1.543 1.021
H -3.957 0.140 0.982
```

Output
Total charge ... 0
Multiplicity ... 1

Atom charges from the Löwdin analysis, given in e for atoms 1 to 6: number 1, C, carries -0.07; number 2, C, carries -0.03; number 3, C, carries -0.15; number 4, C, carries -0.20; number 5, C, carries -0.08; number 6, C, carries -0.15


In eV, the gap between HOMO and LUMO values for the records above are, in order, 9.5, 9.1.
In eV Å⁻¹, the strongest force on any atom values for the records above are, in order, 10.2, 4.4.
In eV, the energy above the lowest of the compared OMol25 structures with the same formula, charge and spin values for the records above are, in order, 8.787, 2.039.